{
  "formula": "C23H28Br2Cl2NO2Si",
  "method": "ωB97M-V/def2-TZVPD",
  "elements": ["C", "C", "Cl", "C", "Cl", "N", "C", "Br", "C", "C", "Br", "Si", "C", "C", "C", "H", "H", "H", "H", "H", "H", "H", "H", "H", "H", "H", "H", "H", "H", "H", "H", "H", "H", "H", "H", "C", "C", "C", "C", "C", "C", "C", "O", "C", "C", "C", "C", "C", "C", "C", "O", "H", "H", "H", "H", "H", "H", "H", "H"],
  "coordinates": [[-2.99, 1.56, 6.46], [-3.47, 1.14, 5.07], [-4.02, -0.56, 5.15], [-2.33, 1.17, 4.08], [-1.66, 2.79, 3.96], [-2.67, 0.58, 2.73], [-1.41, 0.44, 1.90], [-1.11, 1.91, 0.68], [-1.44, -0.93, 1.22], [-1.41, -2.04, 2.28], [0.16, -1.10, 0.09], [-4.17, 1.30, 1.86], [-4.21, 3.17, 1.81], [-5.75, 0.74, 2.70], [-4.31, 0.64, 0.11], [-3.66, 1.16, 7.21], [-3.04, 2.64, 6.53], [-1.96, 1.27, 6.64], [-4.28, 1.80, 4.80], [-1.55, 0.54, 4.50], [-2.93, -0.39, 2.96], [-0.56, 0.43, 2.57], [-2.26, -1.01, 0.53], [-1.42, -1.65, 3.29], [-2.29, -2.66, 2.15], [-0.57, -2.70, 2.13], [-3.26, 3.67, 1.70], [-4.91, 3.45, 1.04], [-4.64, 3.52, 2.75], [-6.54, 0.73, 1.96], [-5.66, -0.29, 3.04], [-6.01, 1.35, 3.56], [-3.65, 1.13, -0.59], [-5.33, 0.88, -0.18], [-4.22, -0.44, 0.05], [3.97, -2.09, -0.50], [5.36, -2.18, -0.57], [6.02, -1.83, -1.73], [5.30, -1.41, -2.84], [3.91, -1.34, -2.77], [3.25, -1.68, -1.60], [3.10, -0.92, -3.96], [1.89, -0.84, -3.89], [3.83, -0.59, -5.21], [3.10, -0.24, -6.35], [3.76, 0.07, -7.52], [5.15, 0.05, -7.57], [5.88, -0.29, -6.45], [5.22, -0.62, -5.27], [6.03, -1.02, -4.08], [7.24, -1.03, -4.12], [3.46, -2.36, 0.42], [5.93, -2.52, 0.29], [7.10, -1.89, -1.79], [2.17, -1.61, -1.57], [2.02, -0.23, -6.30], [3.19, 0.34, -8.40], [5.66, 0.31, -8.49], [6.96, -0.31, -6.48]],
  "mulliken_charge": [-1.440, 0.528, -0.134, -0.672, -0.017, -0.279, -0.822, 0.085, 0.390, -1.138, -0.020, 0.398, -1.015, -1.177, -1.264, 0.432, 0.410, 0.338, 0.232, 0.605, 0.469, 0.566, 0.099, 0.286, 0.304, 0.466, 0.365, 0.386, 0.343, 0.421, 0.364, 0.373, 0.353, 0.439, 0.421, -0.306, -0.480, -0.645, 0.366, -0.219, -0.289, 0.538, -0.694, 0.158, -0.550, -0.480, -0.484, -0.550, 0.166, 0.576, -0.646, 0.373, 0.391, 0.494, 0.428, 0.467, 0.406, 0.406, 0.481],
  "e_homo_ev": -11.2,
  "charge": 1,
  "fmax_ha_per_bohr": 0.0469
}

***

{
  "formula": "C23H28CeF9O3",
  "method": "ωB97M-V/def2-TZVPD",
  "elements": ["O", "C", "C", "H", "H", "C", "H", "H", "C", "H", "H", "H", "C", "H", "H", "H", "Ce", "C", "C", "C", "H", "C", "C", "H", "H", "H", "H", "C", "C", "C", "H", "C", "C", "H", "H", "H", "H", "O", "C", "C", "H", "H", "C", "H", "H", "C", "H", "H", "H", "H", "F", "C", "F", "F", "C", "O", "C", "F", "F", "F", "C", "F", "F", "F"],
  "coordinates": [[0.23, -0.11, -4.24], [0.23, 1.20, -4.85], [0.21, 0.79, -6.30], [1.14, 1.71, -4.52], [-0.66, 1.80, -4.63], [0.28, -0.60, -5.65], [1.09, 1.19, -6.81], [-0.76, 1.06, -6.74], [1.60, -1.33, -5.85], [2.44, -0.69, -5.56], [1.74, -1.67, -6.88], [1.60, -2.19, -5.17], [-0.97, -1.45, -5.90], [-1.87, -0.86, -5.65], [-0.93, -2.29, -5.21], [-1.05, -1.81, -6.93], [-0.34, -0.70, 1.83], [-2.66, -1.12, 2.61], [-2.54, 0.30, 2.78], [-2.49, 0.92, 1.49], [-2.58, 0.82, 3.73], [-2.56, -0.13, 0.51], [-2.68, -1.39, 1.20], [-2.79, -2.37, 0.72], [-2.72, -1.85, 3.43], [-2.46, 2.00, 1.29], [-2.59, 0.01, -0.58], [0.81, -2.68, 3.07], [-0.17, -3.28, 2.21], [0.27, -3.12, 0.86], [-1.08, -3.81, 2.54], [1.50, -2.37, 0.87], [1.84, -2.11, 2.24], [2.70, -1.55, 2.63], [0.80, -2.66, 4.16], [-0.23, -3.51, -0.04], [2.05, -2.06, -0.02], [2.04, 1.78, -1.13], [0.86, 0.89, -1.41], [-0.28, 1.77, -2.03], [0.39, 0.37, -0.47], [1.27, 0.11, -2.09], [0.58, 3.04, -2.37], [-1.05, 1.95, -1.23], [-0.86, 1.31, -2.86], [1.33, 3.09, -1.02], [0.01, 3.92, -2.67], [1.34, 2.84, -3.17], [0.57, 3.09, -0.18], [2.07, 3.90, -0.92], [1.63, -1.42, 5.78], [1.71, -0.09, 5.46], [2.14, 0.55, 6.56], [2.62, 0.09, 4.46], [0.32, 0.44, 5.01], [0.11, 0.08, 3.69], [-0.80, -0.18, 5.88], [-0.50, -0.11, 7.19], [-1.98, 0.48, 5.75], [-1.00, -1.48, 5.50], [0.28, 1.99, 4.96], [0.46, 2.61, 6.15], [1.25, 2.44, 4.11], [-0.92, 2.42, 4.44]],
  "mulliken_charge": [-0.310, -0.180, -0.909, 0.041, 0.404, 1.400, 0.329, 0.314, -1.597, 0.370, 0.389, 0.318, -1.636, 0.375, 0.323, 0.377, 0.054, -0.377, -0.450, -0.838, 0.731, -0.417, -0.712, 0.513, 0.499, 0.504, 0.628, -0.305, -0.884, -0.339, 0.500, -0.695, -0.449, 0.477, 0.704, 0.501, 0.579, -0.529, 1.367, -0.561, -1.221, 0.322, -0.485, 0.075, 0.364, -0.305, 0.334, 0.206, 0.056, 0.415, -0.266, 0.549, -0.250, -0.196, 0.569, -0.158, 0.426, -0.274, -0.256, -0.177, 0.467, -0.254, -0.240, -0.204],
  "s_squared": 0.751,
  "e_homo_ev": [-7.6, -8.5],
  "fmax_ha_per_bohr": 0.0728,
  "spin_multiplicity": 2
}

***

{
  "formula": "C23H28ClN3O2",
  "method": "ωB97M-V/def2-TZVPD",
  "elements": ["O", "C", "C", "C", "C", "O", "N", "C", "C", "N", "C", "C", "C", "C", "C", "C", "C", "C", "C", "N", "C", "C", "C", "C", "C", "C", "C", "C", "Cl", "H", "H", "H", "H", "H", "H", "H", "H", "H", "H", "H", "H", "H", "H", "H", "H", "H", "H", "H", "H", "H", "H", "H", "H", "H", "H", "H", "H"],
  "coordinates": [[-2.54, -1.66, -2.86], [-2.45, -1.47, -1.66], [-1.79, -2.49, -0.73], [-0.63, -1.88, 0.11], [-1.20, -1.55, 1.48], [-2.00, -0.64, 1.65], [-0.85, -2.35, 2.50], [0.12, -3.42, 2.45], [0.29, -3.89, 1.01], [0.54, -2.71, 0.22], [1.31, -2.87, -1.00], [2.21, -1.64, -1.23], [3.16, -1.43, -0.05], [3.71, -0.03, -0.05], [4.76, 0.32, -0.89], [5.22, 1.62, -0.93], [4.64, 2.59, -0.14], [3.59, 2.25, 0.70], [3.13, 0.95, 0.74], [-2.94, -0.40, -1.02], [-3.57, 0.70, -1.71], [-2.68, 1.95, -1.73], [-2.26, 2.34, -0.34], [-3.20, 2.82, 0.56], [-2.86, 3.13, 1.86], [-1.55, 2.97, 2.29], [-0.59, 2.51, 1.41], [-0.95, 2.19, 0.11], [0.30, 1.63, -0.96], [-1.41, -3.30, -1.36], [-2.57, -2.90, -0.08], [-0.33, -0.94, -0.35], [-1.23, -2.10, 3.40], [1.08, -3.07, 2.84], [-0.23, -4.25, 3.09], [-0.60, -4.45, 0.69], [1.15, -4.56, 0.95], [1.94, -3.75, -0.90], [0.68, -3.01, -1.89], [1.59, -0.76, -1.34], [2.77, -1.77, -2.15], [3.98, -2.16, -0.10], [2.60, -1.60, 0.88], [5.22, -0.44, -1.51], [6.04, 1.88, -1.58], [5.00, 3.61, -0.17], [3.13, 3.01, 1.32], [2.31, 0.68, 1.40], [-2.75, -0.29, -0.03], [-4.52, 0.92, -1.20], [-3.78, 0.37, -2.73], [-3.25, 2.77, -2.19], [-1.81, 1.75, -2.35], [-4.22, 2.95, 0.23], [-3.61, 3.50, 2.54], [-1.28, 3.21, 3.31], [0.43, 2.39, 1.72]],
  "mulliken_charge": [-0.708, 0.505, -0.782, 0.842, 0.073, -0.773, -0.072, -0.747, -0.718, 0.602, -1.070, -0.224, -0.456, -0.042, -0.333, -0.620, -0.500, -0.649, 0.100, 0.028, -0.928, -1.219, -0.018, -0.175, -0.818, -0.542, -0.569, 1.094, -0.237, 0.434, 0.310, -0.789, 0.337, 0.278, 0.432, 0.320, 0.446, 0.640, 0.303, -0.136, 0.603, 0.393, 0.077, 0.397, 0.379, 0.389, 0.363, 0.308, 0.234, 0.400, 0.478, 0.448, 0.370, 0.424, 0.397, 0.410, 0.311],
  "e_homo_ev": -8.6,
  "relative_energy_ev": 0.1672,
  "fmax_ha_per_bohr": 0.0102
}

***

{
  "formula": "C23H28F4InNO13P",
  "method": "ωB97M-V/def2-TZVPD",
  "elements": ["C", "C", "C", "C", "C", "C", "In", "N", "C", "O", "P", "C", "C", "C", "C", "H", "H", "H", "H", "H", "H", "H", "H", "H", "H", "H", "H", "H", "H", "H", "H", "C", "C", "O", "C", "O", "O", "F", "H", "H", "H", "C", "C", "O", "C", "O", "O", "F", "H", "H", "H", "C", "C", "O", "C", "O", "O", "F", "H", "H", "H", "C", "C", "O", "C", "O", "O", "F", "H", "H", "H"],
  "coordinates": [[0.65, 2.63, 2.08], [0.07, 2.24, 0.73], [-0.84, 3.12, 0.15], [-1.40, 2.82, -1.07], [-1.14, 1.65, -1.78], [-1.79, 1.41, -3.13], [-3.97, 1.92, -3.36], [-4.53, 3.71, -2.26], [-4.13, 4.72, -2.77], [-3.58, 5.75, -3.05], [-5.55, 0.07, -2.57], [-4.55, -0.67, -1.16], [-6.92, 1.02, -1.68], [-0.24, 0.77, -1.18], [0.36, 1.07, 0.04], [-0.10, 3.22, 2.60], [1.55, 3.25, 2.00], [0.82, 1.72, 2.67], [-1.09, 4.04, 0.65], [-2.08, 3.54, -1.52], [-1.16, 1.92, -3.87], [-1.69, 0.34, -3.35], [-4.27, 2.19, -5.11], [-3.54, -0.25, -1.11], [-5.05, -0.46, -0.21], [-4.52, -1.75, -1.31], [-6.67, 2.08, -1.70], [-7.88, 0.91, -2.19], [-6.98, 0.72, -0.63], [0.03, -0.16, -1.65], [1.08, 0.39, 0.49], [-2.40, 0.10, 2.03], [-1.76, -0.39, 3.30], [-2.63, -1.44, 3.70], [-3.18, -1.94, 2.55], [-3.75, -2.98, 2.49], [-2.99, -1.09, 1.52], [-1.76, 0.58, 4.27], [-3.18, 0.84, 2.22], [-1.69, 0.51, 1.33], [-0.76, -0.77, 3.17], [1.81, -2.18, 5.33], [3.04, -1.76, 4.56], [2.81, -2.31, 3.28], [1.44, -2.37, 3.12], [0.90, -2.52, 2.08], [0.81, -2.21, 4.31], [4.17, -2.31, 5.08], [1.91, -3.18, 5.76], [1.54, -1.48, 6.12], [3.17, -0.68, 4.48], [3.33, -0.88, -4.51], [2.68, -0.29, -3.29], [1.57, 0.40, -3.83], [1.21, -0.26, -4.98], [0.19, -0.13, -5.54], [2.21, -1.10, -5.37], [3.50, 0.61, -2.68], [4.02, -0.18, -4.99], [3.85, -1.81, -4.30], [2.33, -1.02, -2.56], [5.33, -2.25, 1.58], [6.55, -1.83, 0.80], [6.30, -2.39, -0.48], [4.94, -2.44, -0.62], [4.39, -2.61, -1.66], [4.32, -2.27, 0.57], [7.68, -2.38, 1.31], [5.44, -3.24, 2.01], [5.07, -1.55, 2.37], [6.68, -0.75, 0.71]],
  "mulliken_charge": [-1.455, 1.277, -1.016, -0.411, 0.118, -1.631, 0.742, -0.632, 0.629, -0.624, 0.008, -0.528, -0.879, 0.148, -0.885, 0.390, 0.362, 0.152, 0.382, 0.288, 0.496, 0.343, -0.363, -0.127, 0.191, 0.341, 0.234, 0.294, 0.266, 0.511, 0.379, 0.601, 1.034, -0.406, 0.625, -0.545, -0.265, -0.358, 0.189, -0.699, -0.203, -0.470, 0.305, -0.167, 0.541, -0.447, -0.336, -0.314, 0.278, 0.315, 0.286, -0.478, 0.463, -0.234, 0.555, -0.457, -0.360, -0.330, 0.304, 0.245, 0.324, -0.283, 0.348, -0.336, 0.544, -0.511, -0.141, -0.296, 0.286, 0.105, 0.290],
  "e_homo_ev": -3.9,
  "charge": -1,
  "fmax_ha_per_bohr": 0.0368
}

***

{
  "formula": "C23H28N2O",
  "method": "ωB97M-V/def2-TZVPD",
  "elements": ["C", "N", "C", "C", "C", "C", "C", "C", "N", "C", "C", "C", "C", "C", "C", "C", "C", "C", "C", "C", "C", "C", "C", "O", "C", "C", "H", "H", "H", "H", "H", "H", "H", "H", "H", "H", "H", "H", "H", "H", "H", "H", "H", "H", "H", "H", "H", "H", "H", "H", "H", "H", "H", "H"],
  "coordinates": [[4.94, -3.59, -2.40], [4.79, -3.28, -1.00], [5.88, -3.66, -0.13], [3.53, -3.12, -0.47], [2.40, -2.98, -1.29], [1.15, -2.76, -0.76], [0.95, -2.70, 0.61], [-0.41, -2.45, 1.21], [-0.40, -1.24, 2.02], [-0.11, -0.02, 1.29], [-1.23, 0.46, 0.35], [-0.85, 1.71, -0.44], [-0.75, 2.99, 0.44], [-2.07, 3.34, 1.06], [-2.42, 2.87, 2.32], [-3.66, 3.16, 2.87], [-4.57, 3.93, 2.17], [-4.23, 4.41, 0.92], [-2.99, 4.12, 0.37], [-1.82, 1.94, -1.55], [-3.16, 1.71, -1.66], [-3.54, 2.18, -2.94], [-2.41, 2.67, -3.51], [-1.36, 2.53, -2.68], [2.06, -2.84, 1.44], [3.32, -3.05, 0.91], [4.54, -2.77, -3.01], [5.99, -3.70, -2.64], [4.42, -4.51, -2.68], [6.05, -2.88, 0.62], [6.79, -3.76, -0.71], [5.69, -4.61, 0.39], [2.50, -3.03, -2.37], [0.31, -2.66, -1.43], [-1.17, -2.44, 0.41], [-0.66, -3.28, 1.89], [-1.29, -1.15, 2.50], [0.10, 0.75, 2.04], [0.81, -0.19, 0.72], [-2.13, 0.65, 0.93], [-1.45, -0.34, -0.36], [0.14, 1.56, -0.89], [0.00, 2.82, 1.22], [-0.41, 3.81, -0.19], [-1.71, 2.27, 2.89], [-3.91, 2.78, 3.85], [-5.53, 4.15, 2.59], [-4.93, 5.02, 0.36], [-2.73, 4.52, -0.60], [-3.79, 1.27, -0.93], [-4.52, 2.16, -3.37], [-2.22, 3.12, -4.47], [1.93, -2.78, 2.51], [4.14, -3.15, 1.60]],
  "mulliken_charge": [-1.107, 0.042, -1.110, 1.366, -0.293, -1.003, 0.203, -1.183, -0.302, -1.123, -0.575, 1.055, -1.766, 0.590, -0.144, -0.749, -0.466, -0.734, -0.181, -0.548, -0.287, -0.603, -0.635, -0.439, -0.795, -0.251, 0.316, 0.339, 0.364, 0.317, 0.340, 0.361, 0.306, 0.299, 0.380, 0.513, 0.276, 0.284, 0.352, 0.230, 0.506, 0.604, 0.529, 0.541, 0.358, 0.395, 0.396, 0.399, 0.411, 0.568, 0.448, 0.500, 0.403, 0.305],
  "e_homo_ev": -7.5,
  "relative_energy_ev": 1.1895,
  "fmax_ha_per_bohr": 0.0167
}

***

{
  "formula": "C23H28N2O3",
  "method": "ωB97M-V/def2-TZVPD",
  "elements": ["C", "C", "C", "C", "N", "C", "O", "C", "N", "C", "C", "C", "C", "C", "C", "C", "C", "C", "O", "C", "C", "C", "C", "C", "O", "C", "C", "C", "H", "H", "H", "H", "H", "H", "H", "H", "H", "H", "H", "H", "H", "H", "H", "H", "H", "H", "H", "H", "H", "H", "H", "H", "H", "H", "H", "H"],
  "coordinates": [[-5.31, 2.09, 1.01], [-4.24, 1.44, 0.14], [-4.13, -0.05, 0.41], [-3.14, -0.79, -0.49], [-1.75, -0.59, -0.14], [-1.09, -1.55, 0.54], [-1.61, -2.55, 0.99], [0.40, -1.27, 0.69], [0.97, -0.74, -0.52], [2.23, -1.28, -1.01], [2.03, -2.60, -1.77], [3.35, -3.11, -2.26], [3.91, -2.60, -3.42], [5.14, -3.04, -3.87], [5.83, -4.00, -3.15], [5.28, -4.52, -1.98], [4.05, -4.07, -1.54], [0.30, 0.17, -1.25], [0.71, 0.66, -2.28], [-1.04, 0.58, -0.61], [-0.75, 1.62, 0.45], [-0.11, 2.80, 0.07], [0.18, 3.77, 1.00], [-0.16, 3.59, 2.34], [0.17, 4.61, 3.18], [-0.16, 4.50, 4.54], [-0.80, 2.42, 2.73], [-1.09, 1.45, 1.79], [-6.28, 1.64, 0.82], [-5.38, 3.15, 0.80], [-5.07, 1.96, 2.06], [-3.29, 1.93, 0.33], [-4.49, 1.60, -0.92], [-3.85, -0.22, 1.46], [-5.11, -0.51, 0.26], [-3.29, -0.49, -1.53], [-3.32, -1.87, -0.40], [0.89, -2.22, 0.94], [0.56, -0.57, 1.52], [2.65, -0.53, -1.69], [2.90, -1.42, -0.16], [1.36, -2.41, -2.61], [1.56, -3.33, -1.11], [3.37, -1.85, -3.99], [5.56, -2.64, -4.77], [6.79, -4.35, -3.49], [5.82, -5.27, -1.42], [3.63, -4.48, -0.63], [-1.63, 1.04, -1.41], [0.16, 2.94, -0.96], [0.68, 4.68, 0.72], [0.34, 3.65, 5.01], [-1.24, 4.41, 4.69], [0.19, 5.42, 5.01], [-1.09, 2.25, 3.75], [-1.59, 0.55, 2.11]],
  "mulliken_charge": [-1.519, 0.205, -0.630, -1.093, 0.178, 0.976, -0.711, -0.928, 0.350, -1.146, -0.551, 0.195, -0.366, -0.607, -0.403, -0.593, -0.277, 0.308, -0.712, -0.279, -0.204, -0.638, -0.993, 0.795, -0.468, -0.822, -0.772, 0.163, 0.375, 0.402, 0.329, -0.023, 0.299, 0.201, 0.512, 0.450, 0.522, 0.486, 0.220, 0.491, 0.279, 0.339, 0.510, 0.403, 0.372, 0.374, 0.373, 0.358, 0.490, 0.553, 0.441, 0.324, 0.326, 0.242, 0.397, 0.500],
  "e_homo_ev": -8.6,
  "relative_energy_ev": 0.4693,
  "fmax_ha_per_bohr": 0.0112
}